[1]
Density functional theory data (ωB97M-V/def2-TZVPD) for a 5-piece molecular cluster, C15H39N5O5 overall in a non-equilibrium geometry.

Structure (ORCA input):
```
! wB97M-V def2-TZVPD RIJCOSX def2/J DEFGRID3
* xyz 0 1
C -1.2575 2.4902 0.6967
C -0.4904 1.9169 -0.5946
C -1.4163 0.9118 -1.4404
C -0.2889 3.1597 -1.5011
C 0.7728 4.1885 -0.9337
C 2.0313 3.4015 -0.9097
C 2.0493 2.0091 -0.1303
C 3.2224 1.2358 -0.7824
C 2.2876 2.3764 1.3393
N 0.7844 1.2303 -0.3846
O 0.6726 0.0773 0.2918
H -2.1763 2.9453 0.3268
H -1.3523 1.7313 1.4733
H -0.8731 3.3865 1.1835
H -0.9634 0.7417 -2.4172
H -1.7376 0.0206 -0.9013
H -2.3280 1.4449 -1.7103
H -0.1056 2.8247 -2.5220
H -1.2437 3.6724 -1.6179
H 0.8225 5.0320 -1.6224
H 0.6015 4.5965 0.0625
H 2.8306 4.1067 -0.6821
H 2.2348 3.1999 -1.9614
H 3.3566 0.1953 -0.4868
H 4.1722 1.7652 -0.7063
H 3.1384 1.1540 -1.8661
H 1.7718 3.2732 1.6825
H 3.3553 2.4241 1.5532
H 1.8471 1.6139 1.9816
H 0.3993 0.4108 1.1495
N -3.9262 -3.6937 1.8857
C -3.8984 -3.1437 3.0467
N -2.8263 -2.4472 3.1818
O -4.8540 -3.0191 3.7652
H -3.1764 -3.4428 1.2572
H -4.7474 -4.1484 1.5129
H -2.6138 -1.7407 3.8716
H -2.3985 -2.3501 2.2721
N 1.3376 -1.4383 3.1291
C 0.3977 -0.6931 3.6439
N 0.5499 -0.4419 4.9315
O -0.4958 -0.1848 2.9356
H 2.0135 -1.7654 3.8046
H 1.2337 -1.7608 2.1776
H 1.4134 -0.7097 5.3818
H -0.1352 0.1382 5.3943
C -2.0093 -3.8671 -1.1929
C -1.1685 -2.7247 -0.6648
O -1.5296 -2.1622 0.5841
H -2.0979 -4.7557 -0.5680
H -1.7535 -4.4171 -2.0985
H -3.0306 -3.5027 -1.3038
H -0.9744 -1.8673 -1.3092
H -0.1813 -3.1636 -0.5204
H -1.0037 -1.3957 0.8238
C 2.0706 -1.5645 -3.2323
C 1.4394 -0.3485 -3.9615
O 0.3414 -0.8397 -4.7019
H 1.3370 -2.2390 -2.7908
H 2.6611 -1.2986 -2.3555
H 2.5354 -2.3178 -3.8684
H 1.9652 0.2010 -4.7424
H 0.9677 0.2851 -3.2104
H 0.4399 -0.7173 -5.6490
*
```

As for the largest force on an atom: 5.942 eV Å⁻¹. The structure (SMILES) is CC1(C)CCCC(C)(C)N1O.NC(N)=O.NC(N)=O.CCO.CCO. For the orbital gap, the calculation gives 8.532 eV. As for the energy relative to the best compared isomer or geometry (same formula, charge and spin): 42.1 kcal/mol.

---

[2]
Density functional theory data (ωB97M-V/def2-TZVPD) for a 3-piece molecular cluster, C15H40BO13P3 overall in a non-equilibrium geometry.

Structure (ORCA input):
```
! wB97M-V def2-TZVPD RIJCOSX def2/J DEFGRID3
* xyz 0 1
C -1.7321 4.6161 2.1149
O -2.2175 5.3972 0.9666
P -2.3945 7.0922 1.3736
O -2.4894 8.0017 0.0696
O -0.9016 7.6049 2.1886
C -0.9894 9.0389 2.5321
O -3.6765 7.3430 2.5249
B -5.0126 7.3099 1.8991
C -6.3179 7.7108 2.8696
O -5.3223 6.9831 0.4935
H -2.5345 4.6879 2.9672
H -1.5884 3.4607 1.8874
H -0.6767 5.0123 2.5060
H -1.0363 9.2510 3.6960
H -0.0125 9.5633 2.0910
H -1.9035 9.5960 2.0585
H -5.9905 7.7386 4.0160
H -7.1267 6.8645 2.7563
H -6.8241 8.7101 2.5138
H -4.8639 6.1458 0.1833
C -2.0135 -3.6125 -0.8439
C -3.0578 -2.7862 -1.5645
O -2.9235 -1.4089 -1.2695
P -1.6287 -0.5998 -1.9125
O -2.2820 -0.3903 -3.3006
O -2.0446 0.9153 -1.3444
C -2.1812 1.9945 -2.2612
C -3.6260 2.1616 -2.6993
O -0.8988 -0.8339 -0.3616
C 0.4999 -0.5928 -0.3191
C 0.8510 0.8588 -0.5979
H -1.0095 -3.3926 -1.2232
H -2.2006 -4.6810 -0.9797
H -2.0093 -3.3885 0.2291
H -3.0030 -2.9438 -2.6482
H -4.0542 -3.0926 -1.2361
H -1.5130 1.8596 -3.1188
H -1.8501 2.9074 -1.7542
H -4.0927 1.2129 -2.9790
H -3.6981 2.8444 -3.5481
H -4.2251 2.5634 -1.8775
H 0.9996 -1.2558 -1.0355
H 0.8446 -0.8629 0.6828
H 0.6487 1.1174 -1.6399
H 1.9136 1.0408 -0.4077
H 0.2601 1.5318 0.0308
C 4.9057 -3.6816 2.7651
C 4.1033 -2.9689 1.6970
O 4.3053 -3.5497 0.4227
P 3.6407 -5.0395 0.1342
O 2.2254 -4.4934 -0.1753
O 4.0916 -5.1460 -1.4710
C 3.0989 -5.3739 -2.4642
C 2.6138 -4.0655 -3.0643
O 5.2222 -5.6497 0.4800
C 5.2833 -7.0496 0.7098
C 4.9135 -7.8601 -0.5209
H 4.5377 -4.7023 2.9163
H 4.8397 -3.1527 3.7197
H 5.9604 -3.7582 2.4763
H 3.0349 -2.9699 1.9435
H 4.4268 -1.9269 1.6337
H 2.2701 -5.9612 -2.0542
H 3.5496 -5.9870 -3.2524
H 2.3889 -3.3124 -2.3039
H 1.7182 -4.2236 -3.6682
H 3.3903 -3.6316 -3.7003
H 4.6276 -7.3035 1.5512
H 6.3100 -7.2849 1.0034
H 3.8512 -7.7555 -0.7539
H 5.1176 -8.9232 -0.3569
H 5.4788 -7.5235 -1.3952
*
```

As for the largest force on an atom: 9.986 eV Å⁻¹. The structure (SMILES) is COP(=O)(OC)OB(C)O.CCOP(=O)(OCC)OCC.CCOP(=O)(OCC)OCC. For the orbital gap, the calculation gives 7.698 eV. As for the energy relative to the best compared isomer or geometry (same formula, charge and spin): 229.8 kcal/mol.

---

[3]
Density functional theory data (ωB97M-V/def2-TZVPD) for C15H40FLiO5 as an isolated structure in a non-equilibrium geometry.

Structure (ORCA input):
```
! wB97M-V def2-TZVPD RIJCOSX def2/J DEFGRID3
* xyz 0 1
Li 2.3867 -4.0368 -0.1180
F 0.5736 -0.9969 0.7893
C 3.9912 -2.5058 -4.7713
C 3.9689 -3.9901 -5.2961
C 5.2782 -4.4608 -5.9036
O 3.5765 -4.8363 -4.2511
H 3.0065 -2.2536 -4.3778
H 4.1674 -1.8030 -5.5856
H 4.7890 -2.3038 -4.0566
H 3.1695 -4.0429 -6.0353
H 6.0999 -4.4834 -5.1878
H 5.5186 -3.9033 -6.8088
H 5.1289 -5.4987 -6.2016
H 3.3881 -5.6883 -4.6513
C -4.0089 -0.8490 -3.8841
C -3.8982 0.6206 -3.4217
C -5.0012 1.4126 -4.0558
O -3.8719 0.6539 -2.0233
H -3.9085 -0.8833 -4.9689
H -4.9520 -1.2634 -3.5279
H -3.1245 -1.3310 -3.4673
H -2.9285 1.0087 -3.7335
H -4.8900 2.4794 -3.8616
H -5.8932 1.1477 -3.4881
H -5.1470 1.2560 -5.1246
H -3.0340 0.3681 -1.6521
C 0.8798 2.2913 6.0175
C 2.3360 1.7578 6.0577
C 2.9562 1.7264 7.4473
O 2.3351 0.3974 5.6366
H 0.8129 3.3792 6.0204
H 0.3027 1.9438 6.8744
H 0.4620 2.0529 5.0394
H 3.0277 2.2729 5.3911
H 2.4039 0.9752 8.0119
H 2.7888 2.7019 7.9040
H 4.0246 1.5201 7.5122
H 1.9047 0.3526 4.7796
C -6.0494 -4.7565 3.7127
C -5.3617 -3.4562 3.2919
C -5.5058 -2.3377 4.2423
O -3.9581 -3.7589 3.3052
H -7.1132 -4.6100 3.8994
H -5.6843 -5.1413 4.6649
H -5.9818 -5.5007 2.9191
H -5.6877 -3.0641 2.3285
H -5.2617 -2.6963 5.2423
H -6.5389 -1.9951 4.3012
H -4.9317 -1.4465 3.9888
H -3.6217 -2.9820 2.8527
C 2.0462 6.0457 -0.7474
C 3.0409 5.1824 -1.5362
C 4.3197 5.8329 -1.9554
O 3.3048 4.0466 -0.7788
H 1.2336 5.4653 -0.3107
H 1.5545 6.7795 -1.3861
H 2.5457 6.5903 0.0539
H 2.6039 4.7872 -2.4532
H 4.8266 6.2057 -1.0654
H 4.0713 6.7433 -2.5009
H 5.0412 5.2775 -2.5546
H 2.4881 3.6010 -0.5420
*
```

As for the largest force on an atom: 2.288 eV Å⁻¹. For the orbital gap, the calculation gives 5.152 eV. As for the energy relative to the best compared isomer or geometry (same formula, charge and spin): 162.0 kcal/mol.

---

[4]
Density functional theory data (ωB97M-V/def2-TZVPD) for C15H40O19PPtS5 as an isolated structure in a non-equilibrium geometry.

Structure (ORCA input):
```
! wB97M-V def2-TZVPD RIJCOSX def2/J DEFGRID3
* xyz -1 3
Pt -11.3357 -10.1895 12.5448
P -11.3769 -12.2676 13.7890
O -10.2441 -11.5222 14.2177
O -11.3524 -12.1387 12.0550
O -12.7419 -11.4146 13.9664
O -11.4398 -13.6681 14.2176
O -7.6068 -11.4730 11.8244
S -7.4241 -12.5477 10.9145
O -6.2721 -12.6064 10.0174
O -7.4073 -13.8446 11.8160
C -8.6366 -13.8938 12.7070
C -8.3416 -14.5040 14.0998
C -8.8873 -12.7277 9.9139
H -9.3838 -14.5413 12.1090
H -9.2743 -13.0091 12.6784
H -7.4888 -13.9305 14.4079
H -8.0583 -15.5197 13.9027
H -9.2335 -14.4006 14.6730
H -9.2117 -11.7458 9.5535
H -9.7187 -13.0917 10.5307
H -8.6134 -13.4260 9.1384
O -16.2202 -12.5846 10.5303
S -14.8617 -12.9700 10.4781
O -14.2776 -13.7689 9.3683
O -14.0897 -11.5067 10.6537
C -13.2606 -10.8512 9.6983
C -12.2036 -11.7617 8.9738
C -14.5275 -13.8212 11.9920
H -12.7348 -10.1219 10.3244
H -13.8585 -10.3270 8.9993
H -11.4077 -11.1748 8.4804
H -12.7191 -12.4658 8.2874
H -11.6551 -12.3673 9.6749
H -14.2774 -13.1297 12.7752
H -13.6119 -14.3045 11.8223
H -15.3586 -14.4989 12.2571
O -6.1235 -5.2047 6.5994
S -6.2106 -6.5382 7.0712
O -5.3604 -7.6110 6.6213
O -6.2039 -6.6575 8.6466
C -6.0442 -8.0197 9.1158
C -6.1250 -8.0960 10.5885
C -7.9178 -6.9851 6.9314
H -5.0734 -8.3047 8.7295
H -6.8827 -8.4915 8.5549
H -7.1532 -7.9202 10.9579
H -5.3665 -7.4673 10.9922
H -5.7492 -9.1159 10.7186
H -8.2281 -7.1102 5.8939
H -8.5370 -6.2051 7.3989
H -8.0934 -7.9356 7.4469
O -10.6848 -8.2116 13.1480
S -9.4186 -7.9234 13.8107
O -8.2774 -8.3378 13.1375
O -9.5512 -6.2654 13.9593
C -8.2913 -5.4344 13.9659
C -8.6943 -4.0061 13.8480
C -9.3364 -8.5387 15.4500
H -7.7592 -5.7213 13.0816
H -7.8304 -5.6211 14.9168
H -7.8298 -3.3387 13.8746
H -9.3180 -3.8085 14.7376
H -9.2078 -3.7880 12.9333
H -8.3915 -8.0734 15.8484
H -9.1736 -9.6131 15.3470
H -10.1815 -8.2679 16.0965
O -15.7513 -7.0697 11.9569
S -14.6304 -7.9506 12.1362
O -13.6705 -8.3291 11.1252
O -13.7537 -7.2541 13.3057
C -13.4042 -5.7916 12.9873
C -14.4780 -4.8755 13.7529
C -15.2328 -9.2768 13.0452
H -13.2271 -5.6618 11.9109
H -12.4262 -5.7258 13.4541
H -14.6266 -5.3557 14.7675
H -15.4441 -4.8318 13.2059
H -14.0557 -3.8850 13.8552
H -15.6026 -8.8951 14.0066
H -14.4366 -9.9918 13.2303
H -16.0536 -9.6703 12.4892
*
```

As for the largest force on an atom: 9.043 eV Å⁻¹. For the orbital gap (alpha / beta), the calculation gives 6.988 / 7.396 eV. The expectation value of S² is 2.0115.

---

[5]
Density functional theory data (ωB97M-V/def2-TZVPD) for a 5-piece molecular cluster, C15H40O5 overall in a non-equilibrium geometry.

Structure (ORCA input):
```
! wB97M-V def2-TZVPD RIJCOSX def2/J DEFGRID3
* xyz 0 1
C 1.9420 2.6755 -17.8268
C 1.9222 2.9894 -16.3397
C 3.2947 3.1174 -15.7267
O 1.1697 4.1955 -16.0956
H 2.3069 1.6684 -17.9955
H 2.5662 3.4096 -18.3598
H 1.0111 2.8942 -18.3532
H 1.3745 2.2039 -15.8149
H 3.8435 2.1611 -15.7661
H 3.3049 3.2866 -14.6499
H 3.9562 3.7919 -16.2733
H 1.4664 4.8612 -16.7292
C -0.8219 2.2450 -23.1836
C -0.4027 3.5423 -22.4777
C 0.6303 3.2440 -21.3992
O 0.0936 4.4945 -23.4098
H -1.7889 2.3350 -23.6797
H -0.9634 1.4215 -22.4774
H -0.0403 1.9576 -23.8883
H -1.3094 3.9302 -22.0130
H 0.1769 3.1053 -20.4184
H 1.3054 4.1013 -21.2557
H 1.3900 2.4819 -21.6057
H 1.0323 4.3169 -23.5194
C -0.4379 5.2424 -12.8053
C 1.0150 5.6573 -12.5644
C 1.7642 4.5889 -11.7929
O 1.6207 5.8868 -13.8470
H -0.4911 4.2933 -13.3427
H -0.8927 5.9351 -13.5273
H -1.1188 5.3233 -11.9584
H 1.1336 6.5977 -12.0264
H 1.7477 3.6154 -12.2897
H 1.2040 4.3472 -10.8773
H 2.7363 4.9362 -11.4503
H 1.3837 5.1259 -14.4091
C 1.0910 -0.7753 -19.0807
C 0.2033 -1.3656 -20.1812
C 0.9141 -1.4257 -21.5095
O -0.3586 -2.6083 -19.8051
H 1.9117 -1.4183 -18.7510
H 0.4809 -0.6727 -18.1743
H 1.4722 0.2055 -19.3512
H -0.6261 -0.6483 -20.2714
H 1.1402 -0.4086 -21.8219
H 0.4145 -2.0828 -22.2209
H 1.9016 -1.9005 -21.4120
H -0.6322 -2.5733 -18.8858
C 3.9552 9.5619 -16.2408
C 3.3654 8.2314 -15.8545
C 4.4477 7.2202 -15.4948
O 2.5877 8.4628 -14.6669
H 3.2198 10.2855 -16.6176
H 4.5785 9.4293 -17.1356
H 4.5195 10.1419 -15.5127
H 2.6946 7.8901 -16.6460
H 5.2528 7.1442 -16.2256
H 3.9871 6.2301 -15.3843
H 4.8161 7.4203 -14.4897
H 2.1937 7.6167 -14.3891
*
```

As for the largest force on an atom: 1.961 eV Å⁻¹. The structure (SMILES) is CC(C)O.CC(C)O.CC(C)O.CC(C)O.CC(C)O. For the orbital gap, the calculation gives 10.018 eV. As for the energy relative to the best compared isomer or geometry (same formula, charge and spin): 34.1 kcal/mol.

---

[6]
Density functional theory data (ωB97M-V/def2-TZVPD) for a 3-piece molecular cluster, C15H41N3O11P2 overall in a non-equilibrium geometry.

Structure (ORCA input):
```
! wB97M-V def2-TZVPD RIJCOSX def2/J DEFGRID3
* xyz 0 1
C 4.3506 2.8526 0.1110
N 3.9543 3.8457 -0.8980
C 2.7272 3.5188 -1.6366
O 2.6416 2.1112 -1.8973
P 1.3017 1.3416 -1.5503
O 1.1346 0.2722 -2.4909
O 1.5147 0.7313 -0.1019
O 0.0423 2.2982 -1.5628
C -0.7829 2.2881 -0.3624
P -0.3660 3.5996 0.8163
O -1.3212 3.6188 1.8882
O 1.1068 3.4591 1.3713
O -0.4256 4.9223 -0.0398
H 5.1382 2.2220 -0.2757
H 3.5289 2.2733 0.5128
H 4.7719 3.3841 0.9530
H 3.7518 4.6980 -0.3929
H 1.8720 3.9067 -1.0980
H 2.7942 4.0024 -2.6005
H 2.4683 0.5968 0.0272
H -1.7842 2.5280 -0.6883
H -0.8327 1.3186 0.1119
H 1.2532 2.5751 1.7545
H 0.2248 5.5502 0.3225
C -1.6257 0.2990 -3.9866
O -2.4156 -0.4419 -4.9038
C -2.3004 -1.8499 -4.7704
C -3.5515 -2.4577 -4.1708
N -3.6997 -2.1027 -2.7652
C -5.0096 -2.3981 -2.1902
C -6.2466 -1.7482 -2.8026
O -6.3460 -0.3524 -2.5992
C -5.5855 0.4478 -3.4845
H -1.6099 1.3344 -4.3256
H -2.0585 0.2755 -2.9778
H -0.6021 -0.0665 -3.9453
H -1.4117 -2.1235 -4.1946
H -2.1776 -2.2538 -5.7797
H -3.4980 -3.5474 -4.2581
H -4.3994 -2.1113 -4.7766
H -3.5186 -1.1145 -2.6557
H -4.9686 -2.0925 -1.1418
H -5.1498 -3.4841 -2.1974
H -7.1140 -2.1765 -2.2941
H -6.3668 -1.9902 -3.8656
H -5.5300 0.0129 -4.4852
H -4.5756 0.6182 -3.1012
H -6.0758 1.4189 -3.5553
C 1.6914 -4.2995 3.1271
O 1.6503 -3.6784 4.3975
C 2.9196 -3.4670 4.9993
C 3.3017 -2.0021 4.9985
N 3.6005 -1.5270 3.6534
C 3.6952 -0.0770 3.5215
C 2.4858 0.7775 3.8882
O 1.3828 0.6509 3.0057
C 0.5502 -0.4780 3.2210
H 0.6782 -4.6146 2.8851
H 2.0320 -3.6135 2.3436
H 2.3370 -5.1816 3.1361
H 3.6923 -4.0778 4.5237
H 2.8337 -3.7938 6.0390
H 4.1845 -1.8626 5.6294
H 2.4688 -1.4524 5.4562
H 2.8856 -1.8598 3.0207
H 3.9334 0.1270 2.4729
H 4.5512 0.2665 4.1108
H 2.8014 1.8223 3.8129
H 2.1631 0.6341 4.9248
H 0.4752 -0.7303 4.2800
H 0.9030 -1.3430 2.6549
H -0.4443 -0.2301 2.8514
*
```

As for the largest force on an atom: 2.234 eV Å⁻¹. The structure (SMILES) is CNCO[P@@](=O)(O)OCP(=O)(O)O.COCCNCCOC.COCCNCCOC. For the orbital gap, the calculation gives 8.641 eV.